1.
{"formula": "C2HClF2S", "method": "ωB97M-V/def2-TZVPD", "symbols": ["C", "C", "F", "F", "S", "Cl", "H"], "xyz": [[0.6342, -0.6090, -0.2092], [-0.6751, 0.1218, -0.1451], [-0.9082, 0.9945, -1.0562], [-0.2637, 1.3490, 1.1319], [0.7516, -2.1814, 0.1153], [2.0422, 0.4505, -0.2956], [-1.5809, -0.1256, 0.4588]], "nbo_charge": [-0.284, 0.513, -0.259, -0.529, 0.228, 0.094, 0.237], "lumo_energy_ev": -2.01, "total_charge": 0, "e_homo_ha": -0.3766, "spin_multiplicity": 1}

2.
{"formula": "C34H39N10O7PSTi", "method": "ωB97M-V/def2-TZVPD", "symbols": ["Ti", "O", "C", "O", "C", "C", "C", "C", "C", "N", "C", "O", "O", "H", "H", "H", "H", "H", "O", "N", "C", "C", "C", "C", "C", "S", "H", "H", "H", "H", "O", "P", "N", "C", "C", "C", "C", "N", "C", "C", "C", "C", "N", "C", "C", "C", "C", "H", "H", "H", "H", "H", "H", "H", "H", "H", "H", "H", "H", "H", "H", "H", "H", "H", "H", "H", "H", "H", "H", "H", "H", "N", "C", "C", "C", "N", "C", "N", "N", "C", "O", "C", "C", "C", "N", "C", "C", "H", "H", "H", "H", "H", "H"], "xyz": [[-0.2716, 0.6658, -0.8862], [2.0477, 4.4067, 0.5853], [1.2131, 3.4559, 0.1582], [1.4589, 2.4580, -0.5200], [-0.1550, 3.5996, 0.7005], [-0.5813, 4.6494, 1.5252], [-1.8673, 4.5834, 2.0228], [-2.7644, 3.5908, 1.5763], [-2.3218, 2.6215, 0.7126], [-1.0303, 2.6941, 0.2050], [-3.0759, 1.5509, 0.1238], [-4.4365, 1.6462, 0.0012], [-2.5139, 0.6295, -0.5438], [2.7817, 4.5781, -0.0410], [0.1605, 5.3873, 1.7876], [-2.2240, 5.3151, 2.7154], [-3.8163, 3.6413, 1.8535], [-4.7667, 2.5283, 0.3100], [1.3567, 0.1525, -1.6206], [2.1249, -0.4728, -2.5424], [1.6609, -0.6321, -3.7863], [2.4928, -1.1526, -4.8107], [3.7850, -1.5378, -4.4024], [4.2083, -1.4837, -3.0750], [3.3489, -0.9108, -2.1026], [3.7758, -0.7261, -0.4779], [0.6582, -0.2442, -3.9511], [2.1771, -1.2239, -5.8622], [4.4063, -2.0686, -5.1510], [5.1693, -1.8244, -2.7006], [-0.1030, -0.4359, 0.7975], [0.2384, -1.2200, 2.0838], [-1.1374, -1.1918, 3.0282], [-2.5320, -1.0724, 2.5305], [-3.4437, -1.0142, 3.8128], [-2.4930, -0.9332, 4.9934], [-1.1185, -1.3891, 4.4728], [0.7439, -2.7576, 1.6571], [1.3601, -3.0186, 0.3670], [1.7921, -4.4719, 0.4177], [0.9585, -5.1439, 1.4849], [0.2346, -3.9918, 2.1983], [1.5437, -0.6117, 2.8874], [2.3628, -1.4485, 3.8334], [3.6628, -0.7033, 4.1135], [3.5613, 0.6974, 3.5063], [2.1914, 0.7208, 2.6874], [-2.8310, -1.9380, 1.9249], [-2.6305, -0.1282, 1.9879], [-4.0090, -1.9304, 3.8327], [-4.1968, -0.2042, 3.7577], [-2.8526, -1.4775, 5.8861], [-2.3445, 0.0956, 5.3772], [-0.9484, -2.4660, 4.6974], [-0.3053, -0.8195, 4.9377], [2.1978, -2.3064, 0.1807], [0.6408, -2.8007, -0.4589], [2.8136, -4.5339, 0.6248], [1.6961, -4.9717, -0.5914], [1.6315, -5.7389, 2.1095], [0.2207, -5.8796, 1.1504], [0.2894, -4.0426, 3.2829], [-0.8300, -4.1038, 1.9198], [2.5602, -2.4787, 3.3373], [1.7806, -1.6906, 4.7537], [4.5124, -1.3189, 3.7337], [3.8459, -0.7594, 5.2124], [4.4358, 0.9188, 2.8525], [3.5749, 1.5429, 4.2902], [2.3654, 0.8071, 1.6152], [1.4894, 1.5381, 2.9591], [-1.0773, -0.9517, -1.9146], [-1.9228, -1.7408, -1.7543], [-2.8518, -2.7427, -1.8606], [-2.9090, -3.6975, -0.7989], [-2.7949, -4.5821, -0.0386], [-3.8245, -2.4919, -2.8621], [-4.5577, -2.4297, -3.7685], [-0.4975, 4.2968, -7.0389], [-1.4280, 3.4878, -6.4292], [-2.3762, 3.0474, -7.0914], [-1.1454, 3.1227, -5.0233], [-2.2007, 2.5885, -4.2578], [-1.9423, 1.9362, -3.0801], [-0.6265, 1.8520, -2.6152], [0.3873, 2.4032, -3.3566], [0.1575, 3.0662, -4.5325], [-0.6902, 4.5551, -7.9996], [0.0220, 4.9662, -6.4804], [-3.1805, 2.6243, -4.6969], [-2.7501, 1.4058, -2.5645], [1.3531, 2.4438, -2.9095], [0.9261, 3.6350, -4.9755]], "mulliken_charge": [0.429, -0.529, 0.135, -0.237, 0.385, -0.844, -0.913, -1.086, 0.968, 0.590, -0.003, -0.499, -0.521, 0.397, 0.524, 0.452, 0.350, 0.357, -0.061, 0.249, -0.118, -1.203, -0.168, -0.911, 0.478, -0.480, 0.523, 0.406, 0.305, 0.454, 0.220, -1.642, 0.413, 0.815, -0.708, -0.756, -0.362, 1.139, 0.868, -0.637, -0.849, -0.499, 0.456, -0.226, -0.768, -0.636, 0.206, 0.081, -0.839, 0.363, 0.351, 0.378, 0.279, 0.264, 0.243, -1.165, -0.203, 0.433, 0.356, 0.229, 0.400, 0.366, 0.282, 0.069, 0.311, 0.284, 0.306, 0.318, 0.312, -0.355, 0.126, 0.080, 0.825, -0.157, 0.267, -0.644, -0.184, -0.606, -0.365, 0.000, -0.608, 1.016, -0.990, -0.159, 1.173, -0.846, -0.886, 0.256, 0.218, 0.506, 0.513, 0.657, 0.282], "lumo_energy_ev": [-0.90, -1.00], "total_charge": 0, "e_homo_ha": [-0.2248, -0.2644], "spin_multiplicity": 3}

3.
{"formula": "C4H12NOS", "method": "ωB97M-V/def2-TZVPD", "symbols": ["C", "C", "C", "C", "N", "O", "S", "H", "H", "H", "H", "H", "H", "H", "H", "H", "H", "H", "H"], "xyz": [[-2.3044, 1.3154, 0.0113], [2.3123, 0.0983, 0.1239], [-1.1286, 1.1084, 0.8600], [0.2674, -0.7330, -0.9855], [1.7053, -1.0046, -0.6500], [-1.1053, 0.3262, 1.9046], [-0.6895, -2.2146, -1.0492], [-3.1723, 0.7650, 0.3709], [-2.1044, 1.0117, -1.0189], [-2.5443, 2.3820, -0.0379], [3.3638, -0.1013, 0.3217], [2.2230, 1.0228, -0.4426], [1.7866, 0.2064, 1.0706], [-0.2318, 1.6946, 0.7256], [0.1911, -0.2077, -1.9303], [2.2734, -1.1742, -1.4919], [1.7291, -1.8685, -0.0939], [-1.9439, -0.1471, 2.0444], [-0.6275, -2.4796, 0.2671]], "nbo_charge": [-0.748, -0.410, 0.470, -0.584, -0.538, -0.574, 0.017, 0.243, 0.298, 0.278, 0.228, 0.226, 0.222, 0.210, 0.200, 0.418, 0.431, 0.515, 0.096], "lumo_energy_ev": [-4.49, -4.35], "total_charge": 1, "e_homo_ha": [-0.3995, -0.4036], "spin_multiplicity": 1}

4.
{"formula": "C50H43LaN7O6PS2", "method": "ωB97M-V/def2-TZVPD", "symbols": ["La", "O", "C", "N", "C", "O", "C", "C", "C", "C", "C", "N", "C", "C", "C", "C", "C", "N", "H", "H", "H", "H", "H", "H", "H", "H", "O", "C", "N", "C", "O", "C", "C", "C", "C", "C", "N", "C", "C", "C", "C", "C", "N", "H", "H", "H", "H", "H", "H", "H", "H", "C", "C", "C", "C", "C", "O", "C", "N", "C", "C", "C", "C", "C", "C", "P", "C", "C", "C", "C", "C", "C", "C", "C", "C", "C", "C", "C", "H", "H", "H", "H", "H", "H", "H", "H", "H", "H", "H", "H", "H", "H", "H", "H", "H", "H", "H", "H", "H", "H", "H", "H", "C", "O", "C", "S", "S", "H", "H", "H"], "xyz": [[0.9247, -0.0087, 0.2140], [4.2335, 2.0254, -2.4657], [3.2126, 1.4887, -2.0769], [3.0793, 0.5652, -1.0950], [4.1905, -0.2060, -0.8406], [5.0002, -0.6122, -1.6504], [4.3470, -0.6486, 0.5943], [5.6180, -0.6107, 1.1492], [5.7576, -1.0950, 2.4362], [4.6417, -1.6065, 3.0895], [3.4143, -1.5686, 2.4561], [3.2562, -1.0692, 1.2234], [1.9054, 1.8965, -2.7356], [1.9516, 2.7849, -3.8053], [0.7797, 3.0950, -4.4668], [-0.4006, 2.5066, -4.0366], [-0.3526, 1.6522, -2.9500], [0.7682, 1.3515, -2.2966], [6.4423, -0.2305, 0.5683], [6.7186, -1.0745, 2.9313], [4.7099, -2.0028, 4.0906], [2.5232, -1.9475, 2.9427], [2.9134, 3.1892, -4.0822], [0.7848, 3.7742, -5.3078], [-1.3462, 2.7018, -4.5215], [-1.2621, 1.2036, -2.5799], [0.7835, -4.5641, 0.7010], [0.9325, -3.3946, 0.4044], [0.3988, -2.2980, 1.0434], [0.0031, -2.4636, 2.3509], [0.3251, -3.3620, 3.1044], [-0.8704, -1.3501, 2.9240], [-1.3219, -1.5237, 4.2265], [-2.0892, -0.5246, 4.7941], [-2.3576, 0.6121, 4.0487], [-1.8491, 0.6963, 2.7652], [-1.1325, -0.2702, 2.1904], [1.7101, -3.0946, -0.8734], [2.5615, -4.0743, -1.3659], [3.1835, -3.8498, -2.5797], [2.9081, -2.6799, -3.2714], [2.0607, -1.7544, -2.6960], [1.4860, -1.9428, -1.5056], [-1.0554, -2.4303, 4.7452], [-2.4607, -0.6217, 5.8048], [-2.9335, 1.4319, 4.4511], [-2.0308, 1.5788, 2.1700], [2.6987, -4.9790, -0.7945], [3.8723, -4.5757, -2.9861], [3.3675, -2.4613, -4.2219], [1.8406, -0.8173, -3.1858], [1.1017, 5.5541, 0.3246], [0.9345, 4.0572, 0.0594], [2.2412, 3.3732, 0.4454], [-0.2459, 3.4354, 0.8406], [-1.4641, 4.3337, 1.0615], [-2.5394, 3.6661, 0.3884], [-2.0420, 2.5267, -0.1358], [-0.8154, 2.2618, 0.0969], [-3.1216, 1.8321, -0.9254], [-4.1230, 2.6958, -1.3923], [-5.2331, 2.2263, -2.0647], [-5.3951, 0.8625, -2.2558], [-4.4103, 0.0036, -1.8146], [-3.2495, 0.4592, -1.1846], [-2.0113, -0.8358, -0.7763], [-3.0886, -1.9252, 0.2452], [-3.8464, -1.2929, 1.2331], [-4.6470, -2.0172, 2.0952], [-4.7073, -3.4005, 1.9872], [-3.9730, -4.0363, 1.0023], [-3.1730, -3.3057, 0.1343], [-1.8448, -1.7121, -2.3837], [-1.1402, -2.9176, -2.3993], [-0.8744, -3.5793, -3.5845], [-1.2878, -3.0334, -4.7910], [-1.9728, -1.8300, -4.7961], [-2.2513, -1.1787, -3.6036], [2.0638, 5.8852, -0.0614], [1.1021, 5.7641, 1.3953], [0.3364, 6.1673, -0.1476], [0.7280, 3.9168, -1.0086], [2.5716, 3.7022, 1.4372], [3.0335, 3.5810, -0.2712], [2.1773, 2.2882, 0.5539], [0.1378, 3.0723, 1.8036], [-1.3784, 5.3241, 0.6209], [-1.7416, 4.4296, 2.1108], [-4.0268, 3.7542, -1.2097], [-5.9798, 2.9238, -2.4146], [-6.2731, 0.4716, -2.7470], [-4.5296, -1.0615, -1.9720], [-3.8271, -0.2128, 1.3259], [-5.2202, -1.4994, 2.8504], [-5.3230, -3.9740, 2.6645], [-4.0118, -5.1109, 0.9030], [-2.6202, -3.8425, -0.6218], [-0.7687, -3.3453, -1.4781], [-0.3273, -4.5102, -3.5607], [-1.0726, -3.5396, -5.7206], [-2.2987, -1.3923, -5.7270], [-2.7969, -0.2451, -3.6401], [2.1289, -0.0658, 5.6196], [3.1425, 0.7062, 4.9940], [2.9288, 1.2734, 3.7972], [4.1601, 2.1830, 3.1914], [1.3517, 1.0738, 3.1095], [2.5718, -0.3778, 6.5627], [1.8666, -0.9344, 5.0126], [1.2325, 0.5309, 5.7932]], "mulliken_charge": [3.506, -0.710, -0.720, 1.176, -0.891, -0.617, 0.281, -0.784, -0.780, -0.744, -0.480, 0.764, 0.539, -0.913, -1.088, -1.110, -0.415, 1.403, 0.590, 0.397, 0.496, 0.108, 0.644, 0.472, 0.589, -0.033, -0.665, -0.662, 1.473, -1.303, -0.689, 1.187, -0.619, -1.164, -1.166, -0.664, 1.311, 0.491, -1.014, -1.028, -1.224, -0.702, 1.500, 0.643, 0.471, 0.602, 0.212, 0.627, 0.478, 0.563, 0.349, -1.788, 1.492, -0.815, 0.121, -0.762, -0.476, -0.403, 0.961, -0.185, -0.696, -1.033, -0.750, -0.542, 0.012, 2.390, 0.408, -0.423, -0.642, -0.793, -0.793, -0.351, 0.795, -0.673, -0.879, -0.884, -1.028, -0.305, 0.428, 0.367, 0.505, -0.521, 0.585, 0.364, -0.495, 0.126, 0.443, 0.216, 0.566, 0.434, 0.472, 0.493, 0.234, 0.474, 0.383, 0.466, 0.315, 0.173, 0.513, 0.406, 0.473, 0.306, -0.645, -0.379, 0.239, -0.316, -0.109, 0.299, 0.233, 0.303], "lumo_energy_ev": -0.35, "total_charge": 0, "e_homo_ha": -0.2597, "spin_multiplicity": 1}

The records above yield largest force on an atom values of 5.68; 2.65; 1.88; 0.85 eV/Å, respectively.
The records above yield energy relative to the best compared isomer or geometry (same formula, charge and spin) values of 1.874; 1.719; 3.463; 0.000 eV, respectively.